No. 1
A molecular structure, C33H36CaF18N3O39S6. Source: OMol25; level of theory: ωB97M-V with the def2-TZVPD basis set.

```
136
Properties=species:S:1:pos:R:3:mulliken_charge:R:1
Ca -2.42620 2.00672 1.85900 2.81
C 1.08161 3.19218 3.89728 0.53
F 0.80568 1.86215 3.94463 -0.21
F 1.64609 3.56549 5.05224 -0.23
F 1.89672 3.41297 2.94624 -0.11
S -0.54023 4.19782 3.66866 0.83
O -1.46953 3.51228 4.54552 -0.68
O -0.26255 5.58169 3.98238 -0.57
N -1.04309 3.67654 2.06385 -0.37
S -0.62891 4.95625 1.17285 0.75
O -1.51963 6.09416 1.42831 -0.61
O 0.79374 5.25221 1.11466 -0.48
C -0.94038 4.38138 -0.62761 0.36
F -1.97237 3.54565 -0.62782 -0.09
F -1.20398 5.40038 -1.38517 -0.23
F 0.10754 3.76220 -1.07777 -0.11
C 0.83369 -0.71204 2.03503 0.22
F 0.60432 -2.01135 1.75803 -0.16
F 0.01347 -0.33711 2.97861 -0.18
F 2.09994 -0.51251 2.38833 0.20
S 0.40127 0.22787 0.39170 -0.55
O 1.10068 1.45771 0.48472 0.14
O 0.79956 -0.77520 -0.63190 -0.10
N -1.41894 0.46451 0.55997 0.20
S -2.03121 0.07719 -0.82565 -0.22
O -3.36487 0.59115 -0.95646 -0.43
O -1.19749 0.22071 -2.03522 0.20
C -2.34456 -1.90632 -0.51203 0.03
F -2.86110 -2.17869 0.70333 -0.17
F -3.12810 -2.38095 -1.44530 -0.07
F -1.16480 -2.52873 -0.66328 -0.09
C -4.65279 5.32619 2.89842 0.58
F -4.67909 6.61895 2.49629 -0.20
F -3.42225 5.02148 3.37782 -0.10
F -5.60544 4.95720 3.79583 -0.19
S -5.04214 4.36189 1.29699 0.49
O -6.41488 4.64648 0.91692 -0.52
O -4.08012 4.85201 0.32650 -0.51
N -4.60003 2.68897 1.76579 -0.59
S -6.04277 2.13664 1.84834 0.72
O -6.85262 2.74630 2.88717 -0.56
O -6.68288 1.89508 0.52599 -0.59
C -5.55883 0.39678 2.53137 0.51
F -6.61175 -0.38943 2.31783 -0.19
F -4.38127 -0.07223 2.00829 -0.20
F -5.38163 0.52818 3.80009 -0.25
C 3.33917 -0.24614 6.22375 -0.34
C 3.73554 0.45488 5.01528 1.67
O 4.66047 1.44899 5.47987 -0.34
C 4.76165 1.41099 6.81963 0.57
O 5.49429 2.25312 7.45195 -0.61
O 3.89338 0.48946 7.34859 -0.35
H 3.73662 -1.25861 6.15270 0.27
H 2.25757 -0.23478 6.35840 0.31
H 2.89820 0.99770 4.57674 -0.79
H 4.25453 -0.25343 4.36949 -0.49
C 0.54915 -0.73609 -5.04217 -0.19
C 1.65024 -1.03408 -4.03108 0.06
O 1.52873 -2.44086 -3.88119 -0.12
C 1.02491 -2.89403 -5.11311 0.49
O 1.11375 -4.06065 -5.40889 -0.56
O 0.60224 -1.87895 -5.83440 -0.36
H 0.82321 0.17941 -5.56643 0.42
H -0.42116 -0.71080 -4.54622 0.04
H 1.58482 -0.40761 -3.14150 -0.09
H 2.66610 -0.82159 -4.36422 0.36
C 1.15011 -4.89912 -1.95650 0.59
C 2.16173 -3.94527 -1.37013 0.83
O 2.73303 -4.67508 -0.30899 -0.33
C 2.01575 -5.73953 -0.03708 0.64
O 2.16861 -6.46927 0.93190 -0.62
O 1.03343 -5.90653 -0.97841 -0.40
H 1.36373 -5.34097 -2.92976 0.08
H 0.24360 -4.29800 -2.02712 -0.35
H 1.66109 -3.01764 -1.09272 -0.60
H 3.02138 -3.78451 -2.02072 0.30
C -6.09909 -2.37815 -0.94778 0.12
C -5.84461 -2.96743 -2.28187 0.18
O -6.64912 -4.10278 -2.39779 -0.31
C -7.75294 -3.84567 -1.60517 0.48
O -8.72203 -4.57724 -1.55526 -0.55
O -7.47536 -2.70394 -0.77440 -0.36
H -6.12327 -1.29978 -1.10473 0.16
H -5.55684 -2.83062 -0.11752 0.16
H -4.80828 -3.29497 -2.36458 -0.10
H -6.03136 -2.29843 -3.12191 0.23
C -2.19541 2.54919 -3.85696 0.76
C -0.74928 2.62942 -4.38825 1.50
O -0.90416 3.43736 -5.59222 -0.42
C -2.16364 3.74532 -5.83951 0.52
O -2.56137 4.51713 -6.70829 -0.58
O -2.92770 3.27283 -4.81981 -0.47
H -2.35863 3.01629 -2.88573 -0.53
H -2.63443 1.55175 -3.83521 -0.01
H -0.44444 1.60674 -4.61027 -0.91
H -0.12209 3.02670 -3.59019 0.02
C -2.35697 -4.16065 -4.42419 0.80
C -2.56688 -3.76732 -5.82797 -0.11
O -3.64549 -4.58184 -6.19043 -0.36
C -4.06226 -5.37354 -5.19310 0.60
O -5.02333 -6.22769 -5.24574 -0.61
O -3.31504 -5.07306 -4.11389 -0.37
H -2.53914 -3.28837 -3.79646 -0.28
H -1.33908 -4.52036 -4.27384 -0.17
H -1.70163 -4.12395 -6.38677 0.26
H -2.71055 -2.69524 -5.96246 0.24
C 6.11794 0.39161 0.12966 -0.10
C 5.95578 0.39085 1.65788 -0.45
O 4.98728 -0.54589 1.82644 0.08
C 4.61483 -1.19809 0.67867 0.34
O 3.75489 -2.04768 0.55877 -0.37
O 5.41730 -0.80614 -0.25191 -0.37
H 7.18526 0.31948 -0.07946 0.36
H 5.69339 1.32492 -0.24018 -0.02
H 5.80983 1.36424 2.12617 0.36
H 6.89239 -0.01649 2.03858 0.25
C 4.98084 -3.76942 3.12707 0.09
C 3.46136 -4.23222 3.01199 0.65
O 3.17790 -4.80294 4.27973 -0.38
C 4.37660 -5.26969 4.80083 0.51
O 4.47592 -6.10905 5.67336 -0.52
O 5.45948 -4.62827 4.03228 -0.45
H 5.12335 -2.73085 3.42568 0.10
H 5.52571 -3.80293 2.18362 0.24
H 3.26682 -5.02614 2.29092 -0.10
H 2.77177 -3.39701 2.88952 -0.25
C 3.86666 5.63811 0.22515 -0.30
C 3.36933 4.38095 -0.48534 0.67
O 4.57521 3.67425 -0.67655 -0.34
C 5.54755 4.09623 0.10571 0.65
O 6.63443 3.58662 0.29349 -0.59
O 5.09400 5.13201 0.80047 -0.38
H 3.24679 6.02506 1.03393 0.22
H 4.10375 6.45445 -0.45712 0.30
H 2.80195 4.61410 -1.38635 0.22
H 2.73296 3.75622 0.14143 -0.39
```

Energy, Ha: -9242.08672
Charge: -1
Orbital gap, eV: 9.97
LUMO, eV: 0.893
Molar mass, g mol⁻¹: 1673.08
2S+1: 1

No. 2
A molecular structure, C33H36Cl2N5O7RuSSi. Source: OMol25; level of theory: ωB97M-V with the def2-TZVPD basis set.

```
86
Properties=species:S:1:pos:R:3:mulliken_spin:R:1
Ru -0.58243 0.25312 0.59690 2.60
Cl -2.88462 -1.79254 1.28285 0.02
C -2.98545 -2.80088 -0.15294 0.05
Cl -1.61796 -3.93221 -0.29116 0.00
H -2.99186 -2.13474 -1.01208 -0.02
H -3.88768 -3.39621 -0.08779 0.00
O -1.35868 4.14950 2.09536 0.00
C -1.34605 3.17998 1.34012 0.00
O -0.52160 2.19100 1.47131 0.08
C -2.30515 3.16364 0.16604 -0.05
C -2.78104 4.39159 -0.30246 0.12
C -3.65099 4.38383 -1.37176 -0.06
C -4.09529 3.22554 -1.99564 0.22
C -3.65345 1.98136 -1.52843 -0.08
C -2.73802 1.97197 -0.42368 0.12
O -2.33056 0.82023 0.06715 0.15
N -4.12208 0.83397 -2.16511 0.23
O -4.94317 0.98799 -3.13074 0.23
O -3.74078 -0.34046 -1.81562 0.20
N -4.13875 5.67274 -1.88154 0.00
O -4.94135 5.67233 -2.80030 -0.01
O -3.71690 6.69991 -1.37224 0.00
H -2.46849 5.30437 0.17769 0.01
H -4.77091 3.25200 -2.83266 0.05
C -0.26421 -4.10664 -3.74551 0.01
C 0.91957 -3.67328 -3.16234 0.00
C 0.98144 -2.41848 -2.57027 0.00
C -0.12967 -1.57130 -2.54153 0.06
C -1.31148 -2.01936 -3.14334 0.00
C -1.37475 -3.27533 -3.73595 0.00
Si -0.11370 0.14748 -1.74549 -0.12
C 1.38945 1.06454 -2.47760 -0.02
C 2.73304 0.93046 -2.12206 0.01
C 3.74162 1.58017 -2.82088 0.00
C 3.43304 2.39578 -3.90004 0.00
C 2.10610 2.56078 -4.26542 0.00
C 1.10441 1.90416 -3.56248 0.00
H -0.31841 -5.08720 -4.20545 0.00
H 1.79742 -4.31059 -3.17073 0.00
H 1.91395 -2.09304 -2.12250 0.00
H -2.19219 -1.38241 -3.12834 0.01
H -2.30438 -3.60331 -4.18771 0.00
H -1.21748 0.86323 -2.42461 -0.01
H 3.00962 0.31309 -1.27862 -0.01
H 4.77392 1.44922 -2.51650 0.00
H 4.21943 2.90363 -4.44686 0.00
H 1.84482 3.20593 -5.09630 0.00
H 0.07186 2.04857 -3.85823 0.00
C 1.83913 -6.36301 1.13274 0.04
C 1.25270 -4.98734 1.41912 -0.01
N 1.88595 -3.93739 0.62519 0.15
C 2.58014 -2.88551 1.23318 0.59
S 2.44050 -1.29364 0.62936 0.09
N 3.30700 -3.26099 2.36990 0.09
C 4.19434 -2.30637 3.01252 0.00
C 5.48964 -2.05248 2.25131 0.02
H 1.33808 -7.13102 1.72725 0.00
H 2.90646 -6.38980 1.36547 -0.01
H 1.72795 -6.61783 0.07766 0.00
H 1.37044 -4.74138 2.47572 0.00
H 0.18012 -4.99392 1.21482 0.00
H 1.31879 -3.59966 -0.14118 -0.03
H 3.73465 -4.17277 2.24313 0.02
H 4.40724 -2.68095 4.01753 0.00
H 3.64217 -1.37369 3.13208 0.00
H 6.07536 -2.97088 2.15115 0.00
H 6.10453 -1.31207 2.76810 0.00
H 5.27044 -1.67370 1.25275 -0.01
C 0.02881 -2.19325 3.50810 0.00
C 0.77055 -0.90356 3.74243 0.00
C 0.96898 -0.46843 5.05191 -0.01
C 1.67288 0.69075 5.31557 0.01
C 2.18296 1.43667 4.26120 -0.01
C 1.99353 1.04463 2.94353 -0.01
C 2.51249 1.93378 1.84732 -0.01
C 1.27727 -0.13964 2.68478 0.02
N 1.05372 -0.58865 1.34526 0.24
H 0.45900 -2.98775 4.12291 0.00
H 0.06581 -2.49242 2.46307 0.01
H -1.02474 -2.09632 3.78175 0.00
H 0.56260 -1.05810 5.86741 0.00
H 1.81704 1.02234 6.33728 0.00
H 2.71714 2.35964 4.45801 0.00
H 3.54573 2.22599 2.05034 0.00
H 1.89041 2.82854 1.80063 0.00
H 2.47020 1.46181 0.86968 0.00
```

Energy, Ha: -3782.35661
Charge: -2
Orbital gap (alpha / beta), eV: 4.11 / 6.85
LUMO (alpha / beta), eV: 3.969 / 3.915
Molar mass, g mol⁻¹: 846.81
2S+1: 6

It is found that the max |F| values, taken in the order of the records, are 0.1310, 0.0093 hartree/bohr.